[1]
ORCA calculation (ωB97M-V/def2-TZVPD) on a 8-piece molecular cluster, C33H47Cl2FNO16 overall.

Summary:
Gap between HOMO and LUMO in eV: 6.26
E_HOMO in hartree: -0.1555
LUMO in eV: 2.02

The geometry in ORCA input format:
```
! wB97M-V def2-TZVPD RIJCOSX def2/J DEFGRID3
* xyz -1 1
C -0.36 -1.68 4.16
C -1.33 -0.99 3.27
Cl -2.95 -0.94 3.87
C -1.03 -0.48 2.08
Cl -2.26 0.29 1.09
N 0.27 -0.51 1.59
C 0.46 -1.01 0.25
F 1.80 -1.43 0.19
C -0.45 -2.24 -0.10
O -0.43 -3.16 0.74
O -1.06 -2.13 -1.18
H 0.49 -2.00 3.56
H -0.82 -2.54 4.63
H 0.00 -1.01 4.94
H 0.74 0.38 1.74
H 0.37 -0.24 -0.51
O 1.59 1.81 -1.11
C 1.46 1.99 -2.29
O 0.30 2.45 -2.83
C 0.38 2.41 -4.26
C 1.87 2.43 -4.59
C 2.46 1.70 -3.39
H -0.09 1.48 -4.59
H -0.18 3.25 -4.66
H 2.10 1.97 -5.54
H 2.22 3.47 -4.62
H 2.48 0.62 -3.55
H 3.46 2.03 -3.11
O 2.50 1.48 2.00
C 3.07 2.52 1.96
O 4.43 2.61 2.06
C 4.83 3.98 2.09
C 3.69 4.76 1.46
C 2.48 3.91 1.85
H 4.99 4.27 3.14
H 5.78 4.08 1.56
H 3.63 5.80 1.80
H 3.80 4.77 0.37
H 2.08 4.18 2.82
H 1.68 3.91 1.12
O -3.18 0.99 6.29
C -4.15 1.67 6.36
O -4.07 3.01 6.60
C -5.38 3.57 6.77
C -6.32 2.60 6.04
C -5.61 1.26 6.24
H -5.60 3.64 7.84
H -5.38 4.57 6.34
H -7.34 2.63 6.42
H -6.34 2.85 4.98
H -5.90 0.78 7.17
H -5.72 0.55 5.42
O 4.30 0.87 -6.20
C 3.69 0.13 -6.92
O 2.37 -0.14 -6.72
C 1.92 -1.12 -7.68
C 2.90 -1.04 -8.84
C 4.19 -0.64 -8.12
H 1.94 -2.09 -7.19
H 0.89 -0.88 -7.95
H 2.96 -1.98 -9.39
H 2.60 -0.25 -9.53
H 4.74 -1.51 -7.76
H 4.85 -0.02 -8.71
O 2.14 -4.21 -8.14
C 2.67 -5.00 -7.41
O 3.87 -4.76 -6.85
C 4.31 -5.89 -6.07
C 3.03 -6.65 -5.73
C 2.16 -6.35 -6.95
H 4.99 -6.48 -6.69
H 4.85 -5.52 -5.21
H 3.20 -7.71 -5.55
H 2.58 -6.22 -4.84
H 2.31 -7.06 -7.77
H 1.09 -6.29 -6.73
O -6.17 -2.02 3.09
C -5.72 -2.70 2.21
O -4.48 -2.58 1.74
C -4.25 -3.45 0.62
C -5.30 -4.55 0.76
C -6.45 -3.79 1.43
H -4.37 -2.87 -0.29
H -3.21 -3.79 0.67
H -5.55 -5.01 -0.19
H -4.93 -5.33 1.44
H -7.10 -3.31 0.70
H -7.05 -4.39 2.10
O -0.09 4.88 3.85
C 0.05 4.31 4.89
O 1.28 3.94 5.33
C 1.16 3.18 6.55
C -0.18 3.60 7.15
C -1.00 3.88 5.89
H 1.19 2.12 6.29
H 2.02 3.42 7.18
H -0.61 2.83 7.79
H -0.05 4.51 7.73
H -1.48 2.98 5.52
H -1.74 4.66 6.01
*
```

Mulliken atomic charge list, values in e, 2 entries:
1. C -1.27
2. C 0.58

[2]
ORCA calculation (ωB97M-V/def2-TZVPD) on an isolated ion of composition C33H47ClN3O8S and charge -1 at a distorted geometry.

Summary:
Gap between HOMO and LUMO in eV: 4.15
E_HOMO in hartree: -0.1021
LUMO in eV: 1.37

The geometry in ORCA input format:
```
! wB97M-V def2-TZVPD RIJCOSX def2/J DEFGRID3
* xyz -1 1
C -5.13 -0.15 1.49
C -3.67 0.01 1.17
C -2.98 1.11 1.98
C -1.52 0.79 2.25
N -0.51 1.14 1.19
C -0.69 2.59 0.89
C -0.74 3.53 2.06
O -0.11 3.49 3.04
Cl -1.86 4.88 1.80
C 0.92 0.98 1.66
C 1.10 0.17 2.94
C 2.54 0.22 3.47
C 2.96 1.55 4.00
O 4.07 1.96 3.86
O 2.03 2.25 4.67
C 1.86 0.37 0.59
O 1.96 -1.03 0.61
C 1.63 0.90 -0.84
N 2.02 2.30 -0.79
C 2.63 0.10 -1.75
C 4.10 0.26 -1.44
C 4.78 1.46 -1.71
C 6.13 1.65 -1.46
C 6.89 0.62 -0.92
C 6.25 -0.59 -0.68
C 4.89 -0.80 -0.93
C 4.40 -2.21 -0.65
C 0.09 0.73 -1.30
C -0.01 -0.37 -2.38
C -1.38 -0.81 -2.97
C -2.68 -0.06 -2.70
N -0.39 1.97 -1.88
C 0.12 2.49 -3.13
C -0.72 2.30 -4.39
C -0.82 0.34 -0.10
S -1.13 -1.41 0.22
H -5.62 -0.70 0.69
H -5.19 -0.67 2.44
H -5.69 0.78 1.63
H -3.62 0.32 0.12
H -3.22 -0.96 1.35
H -3.23 2.07 1.54
H -3.46 1.12 2.96
H -1.45 -0.27 2.50
H -1.25 1.25 3.19
H -1.58 2.75 0.31
H 0.12 2.95 0.24
H 1.36 1.95 1.85
H 0.78 -0.86 2.84
H 0.53 0.57 3.77
H 3.29 -0.12 2.76
H 2.57 -0.49 4.30
H 2.19 3.18 4.46
H 2.84 0.76 0.87
H 2.72 -1.31 1.12
H 2.81 2.45 -0.18
H 2.28 2.66 -1.69
H 2.42 -0.95 -1.78
H 2.50 0.46 -2.77
H 4.24 2.29 -2.14
H 6.61 2.60 -1.67
H 7.94 0.76 -0.72
H 6.85 -1.41 -0.30
H 3.43 -2.44 -1.07
H 4.43 -2.40 0.42
H 5.11 -2.89 -1.10
H 0.63 -0.09 -3.22
H 0.47 -1.28 -2.04
H -1.56 -1.83 -2.65
H -1.26 -0.90 -4.05
H -3.42 -0.42 -3.41
H -3.08 -0.35 -1.73
H -2.65 1.02 -2.80
H -1.31 2.27 -1.61
H 1.10 2.07 -3.31
H 0.30 3.57 -3.03
H -1.75 2.57 -4.21
H -0.69 1.29 -4.79
H -0.36 2.98 -5.16
H -1.80 0.71 -0.39
H 0.01 -1.98 -0.16
C -3.86 -4.70 -0.59
C -4.73 -5.75 -0.23
C -5.32 -5.66 1.21
O -6.15 -6.47 1.61
C -4.85 -4.61 2.06
C -3.97 -3.60 1.69
C -3.47 -3.63 0.23
O -2.73 -2.70 -0.20
O -3.53 -2.66 2.39
O -5.08 -6.69 -0.95
H -3.42 -4.70 -1.59
H -5.24 -4.63 3.08
*
```

Mulliken atomic charge list, values in e, 2 entries:
1. C -1.95
2. C 1.54

[3]
ORCA calculation (ωB97M-V/def2-TZVPD) on C33H47N3S3Ti as an isolated structure at a distorted geometry.

Summary:
Gap between HOMO and LUMO (alpha / beta) in eV: 7.72 / 7.81
E_HOMO (alpha / beta) in hartree: -0.3859 / -0.3865
LUMO (alpha / beta) in eV: -2.78 / -2.71
⟨S²⟩: 0.757

The geometry in ORCA input format:
```
! wB97M-V def2-TZVPD RIJCOSX def2/J DEFGRID3
* xyz 1 2
Ti 0.33 0.52 0.69
C 0.15 0.19 4.52
C 0.19 1.68 4.83
S 0.87 2.70 3.50
C -0.29 4.02 3.24
C -1.70 3.60 2.86
S -1.80 2.26 1.65
C -2.99 1.11 2.35
C -2.47 0.30 3.52
S -0.85 -0.41 3.13
H -0.23 -0.32 5.42
H 1.15 -0.20 4.35
H 0.81 1.81 5.71
H -0.80 2.05 5.11
H 0.17 4.58 2.42
H -0.35 4.71 4.08
H -2.23 4.47 2.46
H -2.25 3.26 3.74
H -3.22 0.43 1.52
H -3.92 1.63 2.57
H -3.18 -0.49 3.76
H -2.40 0.92 4.42
C 2.94 -3.46 -1.98
C 2.02 -2.26 -2.21
C 0.56 -2.58 -2.05
C -0.11 -3.27 -3.06
C -1.46 -3.54 -2.96
C -2.18 -3.11 -1.85
C -1.54 -2.43 -0.82
C -2.31 -2.01 0.39
C -2.27 -3.02 1.53
C -0.17 -2.20 -0.93
N 0.50 -1.48 0.12
C 1.25 -2.13 0.95
C 2.01 -1.41 1.91
C 2.91 -1.86 2.87
C 3.48 -0.71 3.43
C 2.88 0.37 2.80
N 1.96 -0.02 1.88
H 3.98 -3.18 -2.15
H 2.69 -4.28 -2.65
H 2.86 -3.83 -0.96
H 2.17 -1.89 -3.23
H 2.30 -1.43 -1.55
H 0.44 -3.58 -3.93
H -1.97 -4.06 -3.76
H -3.24 -3.30 -1.78
H -3.35 -1.82 0.10
H -1.95 -1.03 0.75
H -2.62 -4.00 1.19
H -2.91 -2.72 2.36
H -1.26 -3.15 1.92
H 1.34 -3.21 0.87
H 3.13 -2.88 3.10
H 4.25 -0.66 4.18
H 3.11 1.41 2.94
C 0.03 -0.60 -5.29
C -0.52 0.00 -4.03
C -1.89 -0.04 -3.76
C -2.42 0.47 -2.59
C -3.89 0.39 -2.31
C -1.55 1.05 -1.66
C -0.18 1.09 -1.90
C 0.33 0.55 -3.09
N 0.68 1.54 -0.87
C 1.89 2.36 -1.15
C 1.68 3.26 -2.37
C 3.13 1.48 -1.33
C 2.08 3.26 0.07
H -0.77 -0.93 -5.96
H 0.64 -1.48 -5.05
H 0.66 0.10 -5.82
H -2.56 -0.48 -4.49
H -4.47 0.24 -3.22
H -4.25 1.29 -1.82
H -4.11 -0.46 -1.65
H -1.96 1.54 -0.78
H 1.39 0.52 -3.26
H 1.88 2.76 -3.31
H 2.35 4.12 -2.30
H 0.66 3.65 -2.40
H 3.07 0.87 -2.22
H 3.27 0.82 -0.47
H 4.02 2.10 -1.42
H 1.34 4.06 0.08
H 3.08 3.70 0.07
H 1.98 2.70 1.02
*
```

Mulliken atomic charge list, values in e, 2 entries:
1. Ti -1.38
2. C -0.69

E (eV)
-96999.22108; -79187.95124; -95072.58736